# C43H69N3O4S3SbSeTi

C43H69N3O4S3SbSeTi as an isolated structure (ωB97M-V/def2-TZVPD, the OMol25 dataset).

Calculated values
Frontier orbital gap (alpha / beta), eV: 5.40 / 5.12
Relative energy (zero: lowest compared OMol25 entry of this formula, charge and spin), kcal/mol: 85.8
Total energy, a.u.: -6831.019183
⟨S²⟩: 0.7675
Net charge: -2
Spin multiplicity: 2

XYZ file:
```
125
Properties=species:S:1:pos:R:3:forces:R:3
Ti -1.336 0.816 -0.283 1.32 -0.05 -2.24
C 4.716 -2.602 -3.928 0.00 -0.03 -0.02
C 3.294 -3.090 -3.618 0.05 0.00 0.01
C 3.367 -4.433 -2.874 0.01 -0.01 -0.02
C 2.569 -3.327 -4.943 0.00 0.01 -0.01
C 2.572 -2.065 -2.745 -0.03 0.05 -0.01
C 1.408 -1.417 -3.140 -0.01 0.04 0.05
C 0.748 -0.546 -2.283 -0.28 0.22 0.11
Se -0.837 0.356 -2.799 0.28 0.20 -0.39
C -1.821 -1.276 -0.648 -0.33 1.19 0.95
C -1.884 -2.439 -1.366 0.08 -0.14 -0.05
C -2.464 -3.576 -0.793 0.00 0.02 0.03
C -2.923 -3.485 0.518 0.00 -0.01 -0.02
C -2.880 -2.314 1.288 -0.08 0.20 0.25
C -2.332 -1.198 0.641 -0.50 -1.17 0.35
O -2.277 0.079 1.123 -0.58 -0.72 1.26
C -3.469 -2.348 2.711 0.03 0.01 -0.13
C -3.417 -0.995 3.432 -0.03 -0.01 -0.06
C -4.948 -2.763 2.630 0.02 0.04 0.01
C -2.683 -3.367 3.550 -0.04 -0.01 0.00
C -2.658 -4.824 -1.656 0.02 0.04 0.02
C -3.588 -4.458 -2.824 0.01 0.01 -0.02
C -3.300 -5.981 -0.888 0.00 0.01 -0.01
C -1.299 -5.299 -2.191 0.00 -0.03 -0.03
C 1.228 -0.292 -0.972 0.19 -0.27 -0.43
O 0.491 0.509 -0.182 0.55 -0.12 0.29
C 2.445 -0.889 -0.585 -0.07 0.16 0.19
C 3.065 -1.761 -1.482 0.09 -0.01 -0.02
C 3.172 -0.677 0.758 -0.08 0.03 -0.04
C 4.559 -0.072 0.487 0.02 -0.03 -0.01
C 2.447 0.257 1.726 0.05 0.00 -0.04
C 3.332 -2.030 1.470 0.02 -0.03 -0.01
H 5.246 -3.325 -4.559 -0.03 0.04 0.04
H 5.292 -2.463 -3.009 -0.01 0.02 -0.05
H 4.679 -1.643 -4.452 0.03 -0.04 0.03
H 3.834 -5.198 -3.507 -0.02 0.04 0.04
H 2.362 -4.768 -2.605 0.06 0.00 0.00
H 3.951 -4.346 -1.955 -0.05 -0.01 -0.04
H 3.113 -4.075 -5.530 -0.02 0.03 0.02
H 2.509 -2.409 -5.534 -0.02 -0.06 0.02
H 1.554 -3.698 -4.776 0.04 0.04 -0.03
H 0.969 -1.573 -4.119 0.03 -0.05 0.07
H -1.519 -2.455 -2.389 -0.04 0.01 -0.01
H -3.370 -4.362 0.975 0.02 0.04 -0.03
H -4.007 -0.251 2.894 0.07 0.03 0.02
H -2.394 -0.624 3.519 -0.03 0.01 0.00
H -3.833 -1.113 4.440 0.03 -0.03 -0.05
H -5.496 -2.043 2.016 0.00 -0.04 0.03
H -5.393 -2.779 3.633 0.03 -0.01 -0.06
H -5.067 -3.754 2.184 -0.01 0.03 0.03
H -1.626 -3.088 3.588 -0.03 -0.02 0.01
H -2.753 -4.372 3.125 0.03 0.03 0.03
H -3.070 -3.399 4.575 0.01 0.00 -0.05
H -4.530 -4.060 -2.439 0.02 -0.04 -0.04
H -3.796 -5.338 -3.447 0.04 0.07 0.03
H -3.153 -3.674 -3.449 -0.01 -0.07 0.03
H -4.295 -5.708 -0.527 0.07 -0.04 0.02
H -2.686 -6.289 -0.036 -0.05 0.02 -0.02
H -3.410 -6.840 -1.557 0.00 0.01 0.03
H -0.815 -4.520 -2.786 -0.02 -0.05 0.04
H -1.419 -6.190 -2.819 0.00 0.07 0.02
H -0.634 -5.548 -1.360 0.00 0.01 -0.04
H 3.991 -2.233 -1.167 -0.06 0.01 -0.01
H 4.454 0.895 -0.013 0.03 -0.04 0.03
H 5.164 -0.720 -0.152 -0.01 0.06 0.03
H 5.096 0.080 1.430 -0.03 0.00 -0.04
H 2.348 1.265 1.319 -0.05 -0.02 0.02
H 3.016 0.311 2.662 0.01 0.00 -0.05
H 1.447 -0.104 1.941 -0.05 0.03 0.01
H 3.937 -2.728 0.886 -0.04 0.01 0.04
H 2.351 -2.487 1.630 0.05 0.02 0.01
H 3.818 -1.892 2.443 -0.03 0.00 -0.05
S -5.801 0.916 0.770 0.27 0.33 -0.28
Sb -4.315 0.790 -0.978 -0.90 -1.07 0.23
S -2.246 2.824 -0.974 -0.68 0.13 -0.21
S -5.111 -0.824 -2.395 0.12 0.60 -0.03
C 3.154 2.230 -2.836 -0.05 -0.03 0.02
C 2.332 2.972 -1.787 -0.05 -0.09 0.01
O 0.944 3.002 -2.048 0.45 0.32 -0.06
C 0.503 4.060 -2.875 0.14 -0.15 -0.02
C 0.685 3.808 -4.369 -0.03 0.05 0.01
H 4.168 2.062 -2.454 -0.04 0.01 -0.04
H 3.225 2.789 -3.770 0.03 -0.05 0.03
H 2.698 1.258 -3.039 0.03 0.01 0.01
H 2.713 3.994 -1.651 0.00 0.01 0.05
H 2.433 2.445 -0.833 -0.01 0.03 0.02
H 1.001 4.994 -2.573 -0.04 0.02 0.01
H -0.558 4.145 -2.667 -0.17 0.04 0.06
H 1.712 3.972 -4.702 -0.05 -0.03 0.00
H 0.032 4.487 -4.931 0.07 -0.05 0.01
H 0.391 2.780 -4.587 0.00 0.02 -0.02
C -3.457 2.538 4.555 0.06 0.03 -0.11
N -2.642 2.750 3.372 -0.09 -0.08 -0.08
C -3.331 3.402 2.271 0.07 0.22 0.12
C -1.418 2.198 3.201 0.24 -0.09 0.11
O -0.839 2.033 2.129 -0.16 0.18 0.11
N -0.806 1.812 4.417 0.05 0.03 -0.06
C 0.242 0.820 4.281 -0.06 0.01 0.07
C -0.439 2.906 5.302 -0.12 -0.17 0.07
H -4.440 2.183 4.236 0.01 0.01 0.00
H -3.594 3.472 5.114 0.01 -0.03 0.00
H -3.004 1.792 5.199 0.02 0.00 0.02
H -3.557 4.442 2.543 -0.01 -0.08 0.03
H -4.256 2.877 2.032 -0.02 -0.08 -0.03
H -2.704 3.398 1.392 0.06 -0.01 -0.09
H -0.038 0.104 3.514 0.01 -0.01 -0.01
H 0.353 0.293 5.233 0.02 0.03 0.00
H 1.206 1.264 4.010 0.01 0.01 -0.06
H -1.152 3.723 5.217 -0.02 -0.03 0.01
H 0.560 3.295 5.061 0.01 0.02 -0.03
H -0.427 2.557 6.340 0.02 0.04 0.00
N 0.032 4.391 0.730 0.18 0.25 0.08
C 1.062 5.281 0.626 -0.10 0.02 0.06
C 0.882 6.537 0.020 0.03 -0.01 -0.04
C 1.915 7.459 -0.024 0.01 -0.10 0.04
C 3.159 7.169 0.528 0.02 0.05 -0.02
C 3.346 5.931 1.134 -0.11 0.01 -0.04
C 2.321 5.002 1.187 0.06 -0.04 0.01
H 0.237 3.441 0.999 -0.02 -0.01 0.05
H -0.749 4.445 0.089 0.08 0.02 -0.01
H -0.083 6.774 -0.417 0.03 -0.02 0.02
H 1.745 8.421 -0.495 0.00 -0.02 -0.02
H 3.965 7.892 0.476 -0.02 -0.03 0.03
H 4.306 5.680 1.571 0.00 0.00 -0.01
H 2.483 4.035 1.653 -0.02 0.05 -0.03
```
Forces are in eV/Å.

These are the Löwdin partial charges, in e, on atoms 1 to 8: number 1, Ti, carries 0.39; number 2, C, carries -0.06; number 3, C, carries -0.56; number 4, C, carries -0.05; number 5, C, carries -0.07; number 6, C, carries -0.19; number 7, C, carries -0.09; number 8, C, carries -0.54